# 1
{"formula": "C3H8N2", "method": "wB97M-V/def2-TZVPD", "species": ["C", "C", "C", "N", "N", "H", "H", "H", "H", "H", "H", "H", "H"], "positions_angstrom": [[-0.23, 1.97, -0.52], [0.75, 0.83, 0.01], [0.06, -0.51, 0.17], [0.46, -1.57, 0.67], [-0.42, -2.53, 0.29], [0.43, 2.71, -0.91], [-0.80, 2.49, 0.22], [-0.80, 1.52, -1.30], [1.66, 0.52, -0.60], [1.20, 1.20, 1.03], [-0.92, -0.64, -0.22], [-1.34, -2.58, 0.48], [-0.05, -3.40, 0.67]], "nbo_charge": [-0.60, -0.46, 0.07, -0.24, -0.68, 0.21, 0.21, 0.21, 0.23, 0.22, 0.13, 0.35, 0.35], "e_homo_ev": -8.56, "lumo_ev": 1.26, "charge": 0, "smiles": "CC/C=N/N", "relative_energy_kj_mol": 329.5}

# 2
{"formula": "C30H89N3O13", "method": "wB97M-V/def2-TZVPD", "species": ["O", "H", "H", "C", "C", "O", "H", "H", "H", "H", "H", "H", "C", "C", "O", "H", "H", "H", "H", "H", "H", "C", "C", "O", "H", "H", "H", "H", "H", "H", "C", "C", "O", "H", "H", "H", "H", "H", "H", "C", "C", "O", "H", "H", "H", "H", "H", "H", "C", "C", "O", "H", "H", "H", "H", "H", "H", "C", "C", "O", "H", "H", "H", "H", "H", "H", "C", "C", "O", "H", "H", "H", "H", "H", "H", "C", "C", "O", "H", "H", "H", "H", "H", "H", "C", "C", "C", "O", "C", "N", "H", "H", "H", "H", "H", "H", "H", "H", "H", "H", "H", "C", "C", "C", "O", "C", "N", "H", "H", "H", "H", "H", "H", "H", "H", "H", "H", "H", "C", "C", "C", "O", "C", "N", "H", "H", "H", "H", "H", "H", "H", "H", "H", "H", "H"], "positions_angstrom": [[1.30, -3.74, -2.98], [0.58, -3.30, -3.46], [1.50, -3.13, -2.24], [-0.67, -2.45, 4.90], [-1.98, -1.96, 5.51], [-2.89, -3.08, 5.59], [-0.14, -3.25, 5.43], [0.06, -1.65, 4.76], [-0.85, -2.91, 3.92], [-2.43, -1.18, 4.90], [-1.78, -1.55, 6.50], [-2.50, -3.63, 6.27], [-1.21, 1.58, 2.53], [-0.22, 2.56, 3.17], [-0.18, 3.77, 2.40], [-0.81, 1.21, 1.58], [-2.14, 2.08, 2.28], [-1.37, 0.78, 3.24], [0.79, 2.14, 3.23], [-0.46, 2.70, 4.22], [0.60, 4.26, 2.67], [2.16, 0.01, 4.34], [2.88, -0.47, 5.58], [2.23, -1.58, 6.19], [2.81, 0.55, 3.66], [1.27, 0.60, 4.56], [1.80, -0.87, 3.80], [2.99, 0.34, 6.32], [3.92, -0.75, 5.36], [2.65, -1.68, 7.05], [-3.89, 4.49, 1.54], [-3.00, 4.97, 0.40], [-2.07, 3.96, 0.05], [-4.57, 5.28, 1.88], [-3.33, 4.27, 2.45], [-4.48, 3.61, 1.27], [-2.50, 5.89, 0.71], [-3.62, 5.14, -0.48], [-1.31, 4.02, 0.64], [-4.98, 0.63, 2.68], [-6.34, 1.31, 2.65], [-7.27, 0.48, 1.97], [-4.61, 0.72, 1.66], [-5.05, -0.42, 2.96], [-4.31, 1.12, 3.39], [-6.31, 2.30, 2.18], [-6.66, 1.52, 3.69], [-8.12, 0.93, 2.06], [-2.05, -1.40, -5.40], [-0.73, -1.75, -6.03], [0.14, -0.63, -5.91], [-1.97, -1.23, -4.33], [-2.78, -2.18, -5.63], [-2.46, -0.49, -5.84], [-0.89, -1.99, -7.09], [-0.25, -2.62, -5.57], [1.00, -0.87, -6.27], [4.45, -2.33, -3.01], [5.83, -2.86, -2.61], [6.62, -3.07, -3.78], [3.90, -3.10, -3.56], [4.60, -1.61, -3.81], [3.89, -1.92, -2.17], [5.77, -3.79, -2.03], [6.35, -2.12, -2.00], [6.29, -3.85, -4.24], [3.10, -3.57, 3.64], [3.10, -4.52, 2.46], [3.08, -3.75, 1.26], [2.99, -4.22, 4.52], [2.21, -2.94, 3.68], [3.96, -2.91, 3.65], [2.23, -5.17, 2.57], [4.02, -5.11, 2.45], [3.03, -4.35, 0.51], [-3.73, -3.47, 2.12], [-3.50, -3.37, 0.61], [-4.07, -2.18, 0.13], [-4.77, -3.57, 2.39], [-3.24, -2.63, 2.62], [-3.24, -4.36, 2.53], [-3.98, -4.21, 0.09], [-2.43, -3.48, 0.44], [-3.37, -1.51, 0.01], [0.09, -1.60, 1.23], [0.12, -1.93, -0.27], [-0.63, -0.92, -1.11], [-1.86, -0.54, -0.52], [-2.37, 0.68, -1.02], [1.53, -1.96, -0.73], [-0.93, -1.64, 1.60], [0.52, -0.60, 1.36], [0.73, -2.26, 1.82], [-0.30, -2.93, -0.41], [-0.92, -1.46, -2.02], [-0.04, -0.05, -1.40], [-3.31, 0.84, -0.49], [-2.53, 0.69, -2.10], [-1.72, 1.52, -0.74], [1.83, -0.98, -0.72], [2.17, -2.41, -0.09], [-0.28, 3.22, -7.49], [-1.08, 4.06, -6.52], [-1.05, 3.45, -5.10], [-1.81, 4.21, -4.21], [-2.13, 3.58, -3.01], [-0.48, 5.42, -6.53], [-0.41, 2.14, -7.40], [0.80, 3.36, -7.32], [-0.41, 3.43, -8.55], [-2.12, 4.19, -6.80], [0.01, 3.43, -4.81], [-1.41, 2.43, -5.25], [-1.27, 3.22, -2.43], [-2.83, 2.74, -3.10], [-2.64, 4.30, -2.38], [0.48, 5.30, -6.20], [-0.95, 5.91, -5.77], [4.64, -0.37, 0.82], [4.82, 0.57, -0.40], [3.81, 1.69, -0.35], [2.49, 1.19, -0.47], [1.51, 2.20, -0.44], [6.19, 1.12, -0.39], [3.66, -0.86, 0.81], [4.75, 0.19, 1.75], [5.33, -1.22, 0.82], [4.70, 0.00, -1.32], [4.00, 2.36, -1.20], [3.92, 2.35, 0.53], [1.28, 2.54, -1.46], [1.75, 3.08, 0.15], [0.61, 1.77, 0.00], [6.85, 0.37, -0.23], [6.29, 1.69, 0.45]], "mulliken_charge": [-0.73, 0.33, 0.25, -0.21, -0.46, -0.54, 0.53, -0.10, 0.17, -0.06, 0.43, 0.32, 1.39, -0.75, -0.53, -0.83, -0.43, 0.03, 0.29, 0.45, 0.29, -0.07, -0.75, -0.41, 0.40, 0.20, -0.40, 0.46, 0.33, 0.26, -1.00, -0.26, -0.08, 0.47, 0.24, 0.11, 0.30, 0.30, -0.06, -0.24, -0.48, -0.52, -0.21, 0.36, 0.28, 0.25, 0.32, 0.30, -0.60, -0.18, -0.45, -0.14, 0.38, 0.26, 0.33, 0.22, 0.24, -0.32, -0.26, -0.57, 0.41, 0.36, -0.38, 0.29, 0.17, 0.32, -0.38, -0.64, -0.36, 0.38, -0.23, 0.24, 0.36, 0.38, 0.18, -0.76, 0.06, -0.59, 0.40, -0.11, 0.34, 0.40, -0.19, 0.43, -0.43, 0.29, -0.63, 0.37, -0.53, 0.28, 0.09, -0.21, 0.19, 0.28, -0.18, 0.33, 0.09, 0.33, 0.06, -0.17, 0.04, -1.20, 0.17, -0.18, -0.39, -0.12, -0.77, 0.23, 0.31, 0.34, 0.35, 0.21, 0.08, 0.10, 0.27, -0.02, 0.29, 0.32, -0.99, 1.30, -1.33, -0.07, -0.48, -0.81, -0.02, 0.27, 0.44, -0.17, 0.33, 0.41, 0.26, 0.49, -0.34, 0.30, 0.30], "e_homo_ev": -9.07, "lumo_ev": 0.13, "charge": 0, "relative_energy_kj_mol": 44.0}